[1]
{"formula": "C3H11N", "method": "the ωB97M-V functional and the def2-TZVPD basis", "elements": ["C", "H", "H", "H", "H", "C", "C", "N", "H", "H", "H", "H", "H", "H", "H"], "xyz": [[2.515, -0.488, 0.463], [2.384, 0.574, 0.166], [2.057, -1.205, -0.314], [2.095, -0.461, 1.445], [3.567, -0.791, 0.623], [-1.707, 1.138, -0.720], [-0.473, 0.392, -0.214], [-0.746, -0.972, 0.342], [-2.298, 1.639, 0.117], [-1.654, 1.882, -1.557], [-2.455, 0.361, -1.040], [0.193, 0.177, -1.034], [0.037, 0.987, 0.544], [-0.092, -1.728, 0.062], [-0.629, -0.883, 1.420]], "forces_ev_per_angstrom": [[0.447, -0.172, -1.290], [0.589, -0.782, -0.402], [0.479, 1.222, 1.578], [-0.824, -0.800, 0.547], [-0.361, 0.495, -0.413], [-2.637, -0.347, 0.535], [0.215, -0.769, -0.234], [-0.054, 0.384, 2.866], [1.036, -0.403, -0.818], [0.652, -0.713, 0.810], [0.754, 0.576, -0.051], [0.399, 0.556, -0.414], [0.213, 0.099, -0.226], [-0.478, 1.230, 0.074], [-0.430, -0.576, -2.562]], "e_homo_ha": -0.339, "homo_lumo_gap_ev": 10.1783, "e_tot_ha": -175.6083, "lumo_ha": 0.03466, "largest_force_ev_per_a": 2.89, "e_above_lowest_kcal_mol": 21.9, "smiles": "CCN.C"}

=====

[2]
{"formula": "C15H24N4O2S", "method": "the ωB97M-V functional and the def2-TZVPD basis", "elements": ["C", "H", "H", "H", "C", "C", "N", "N", "C", "N", "C", "O", "C", "H", "H", "C", "C", "O", "N", "H", "C", "C", "C", "C", "H", "C", "H", "H", "C", "C", "H", "H", "H", "H", "H", "H", "H", "H", "H", "H", "H", "H", "H", "S", "H", "H"], "xyz": [[5.983, 1.854, 0.293], [6.717, 2.652, 0.566], [6.258, 1.067, 0.803], [6.277, 1.583, -0.839], [4.488, 2.093, 0.106], [3.528, 1.096, -0.184], [2.778, 1.128, -1.131], [2.148, 0.177, -1.689], [2.296, -0.756, -0.792], [1.762, -2.039, -0.764], [1.708, -2.686, 0.301], [2.358, -2.605, 1.154], [0.861, -4.250, -0.003], [0.858, -4.308, -0.893], [1.173, -4.893, 0.626], [-0.657, -3.687, 0.634], [-1.066, -2.748, -0.396], [-0.904, -2.686, -1.564], [-1.701, -1.488, 0.053], [-1.957, -1.522, 1.235], [-2.303, -0.431, -0.717], [-1.317, 0.774, -0.331], [-1.683, 2.195, -0.807], [-2.365, 2.885, 0.484], [-2.391, 4.061, -0.200], [-3.601, 2.360, 0.712], [-4.385, 2.354, -0.084], [-3.970, 3.074, 1.562], [-3.823, 0.813, 1.178], [-3.635, -0.086, -0.100], [-4.170, 0.564, -1.044], [-4.239, -1.005, -0.110], [-4.663, 0.698, 1.591], [-2.970, 0.474, 1.749], [-1.659, 2.707, 1.170], [-2.339, 2.229, -1.657], [-0.784, 2.656, -1.378], [-0.355, 0.426, -0.855], [-0.851, 0.741, 0.560], [-2.414, -0.617, -1.577], [-1.162, -4.603, 0.593], [-0.739, -3.225, 1.777], [0.978, -2.181, -1.496], [3.396, -0.506, 0.625], [4.084, 2.575, 1.216], [4.452, 3.084, -0.379]], "forces_ev_per_angstrom": [[0.105, 2.275, -6.195], [-1.468, 0.001, -0.120], [1.016, -4.328, 2.929], [-0.025, 0.424, 2.268], [0.803, 5.899, 6.176], [1.919, -3.004, 2.527], [0.370, 7.856, -5.165], [-1.914, -4.443, 1.678], [0.693, -3.023, 1.807], [-2.952, 5.003, -8.936], [-8.734, -10.339, -8.481], [9.093, 1.554, 14.564], [-3.376, 10.718, 10.472], [-0.560, -1.602, -11.722], [2.631, -4.673, 3.893], [2.903, -0.444, 1.137], [-3.915, 6.191, 2.469], [1.481, -2.132, -3.922], [0.329, -4.762, 6.079], [0.786, 0.469, -4.792], [2.817, 4.664, 15.340], [0.761, -0.975, -7.191], [1.358, -0.528, 0.472], [3.912, 4.420, -10.002], [-0.161, -2.767, 3.371], [-7.372, -1.781, 3.669], [0.946, 0.923, 0.210], [-0.303, -1.559, -1.085], [8.968, 1.390, -5.500], [-3.852, 1.864, -3.219], [1.080, -1.630, 2.403], [-0.029, 0.187, 0.427], [-6.526, -0.949, 3.278], [-0.038, 0.225, 1.190], [2.372, 0.523, 3.116], [-1.066, -0.508, -0.152], [-0.940, -0.134, 1.970], [-1.147, 0.623, -0.155], [0.206, -0.149, 3.975], [-0.879, -2.576, -12.052], [-1.585, -1.028, 0.085], [0.786, -1.306, -3.204], [1.611, 0.068, 1.463], [-0.379, 1.733, -1.955], [1.026, -1.348, -2.256], [-0.753, -1.022, -0.866]], "e_homo_ha": -0.314, "homo_lumo_gap_ev": 9.0651, "e_tot_ha": -1353.1586, "lumo_ha": 0.01910, "largest_force_ev_per_a": 17.24, "e_above_lowest_kcal_mol": 374.3}

=====

[3]
{"formula": "C21H19Cl2F4MgN3O", "method": "the ωB97M-V functional and the def2-TZVPD basis", "elements": ["Mg", "C", "C", "N", "C", "C", "C", "C", "N", "C", "C", "F", "C", "F", "C", "C", "F", "C", "F", "H", "H", "H", "H", "H", "H", "H", "H", "H", "H", "H", "H", "H", "H", "H", "Cl", "C", "C", "C", "Cl", "C", "C", "C", "C", "N", "C", "C", "O", "H", "H", "H", "H"], "xyz": [[0.849, 0.334, -0.669], [-0.529, -4.085, 0.297], [0.049, -2.765, -0.157], [-0.912, -0.594, -0.295], [-1.289, -0.122, -2.702], [0.218, -0.263, -2.998], [-1.248, -0.423, 1.144], [-0.026, 0.040, 2.025], [1.189, 0.086, 1.222], [2.425, -0.243, 1.624], [3.400, -0.303, 0.604], [2.928, -0.023, -0.691], [4.716, -0.624, 0.778], [5.532, -0.652, -0.285], [5.190, -0.921, 2.041], [4.270, -0.877, 3.075], [4.681, -1.153, 4.319], [2.940, -0.556, 2.895], [2.132, -0.519, 3.973], [0.266, -4.720, 0.694], [-1.010, -4.601, -0.534], [-1.274, -3.926, 1.076], [0.794, -2.929, -0.946], [0.541, -2.245, 0.664], [-1.701, 0.655, -3.343], [-1.767, -1.057, -2.981], [0.765, 0.685, -2.935], [0.353, -0.610, -4.020], [0.688, -1.048, -2.383], [-1.634, -1.379, 1.491], [-2.065, 0.291, 1.228], [0.058, -0.627, 2.881], [-0.255, 1.034, 2.419], [6.225, -1.177, 2.213], [-3.857, -1.625, -1.536], [-3.247, -0.027, -1.142], [-4.152, 0.919, -0.800], [-3.807, 2.253, -0.516], [-5.069, 3.395, -0.121], [-2.484, 2.656, -0.592], [-2.023, 3.983, -0.359], [-0.692, 4.290, -0.409], [0.239, 3.290, -0.677], [-0.160, 2.042, -0.915], [-1.468, 1.703, -0.910], [-1.769, 0.231, -1.258], [-1.012, -1.961, -0.698], [-5.199, 0.642, -0.758], [-2.758, 4.743, -0.131], [-0.348, 5.299, -0.223], [1.305, 3.478, -0.680]], "forces_ev_per_angstrom": [[0.954, 0.070, -0.223], [-0.026, -0.026, -0.034], [-0.009, 0.042, -0.141], [-0.405, -0.031, -0.089], [0.135, -0.007, 0.081], [-0.306, 0.032, 0.209], [0.147, -0.012, -0.043], [0.081, -0.071, -0.197], [0.005, -0.127, 0.530], [-0.133, 0.014, -0.123], [-0.126, 0.042, -0.026], [0.072, -0.040, 0.066], [0.052, 0.011, -0.086], [0.006, -0.001, 0.017], [0.072, -0.035, 0.086], [0.055, -0.012, -0.004], [0.012, -0.002, 0.003], [-0.032, 0.029, 0.058], [-0.013, -0.001, 0.003], [-0.031, 0.000, -0.031], [0.009, 0.005, 0.027], [0.012, -0.003, 0.005], [0.092, 0.018, -0.011], [-0.045, 0.032, 0.063], [-0.012, 0.035, -0.061], [-0.013, -0.044, -0.003], [0.004, -0.006, -0.032], [0.071, -0.002, -0.033], [0.005, -0.029, -0.079], [0.003, -0.051, 0.002], [-0.021, 0.024, -0.046], [0.001, -0.058, 0.010], [-0.007, 0.020, 0.034], [-0.034, 0.009, 0.006], [0.048, 0.024, -0.004], [0.097, 0.200, 0.091], [0.017, 0.156, 0.070], [-0.145, -0.087, -0.031], [0.048, -0.036, -0.014], [0.134, -0.006, 0.018], [0.010, -0.017, 0.000], [-0.053, 0.118, 0.038], [0.027, -0.128, -0.006], [-0.539, 0.218, -0.254], [-0.037, -0.079, 0.006], [-0.155, -0.101, -0.155], [-0.065, -0.070, 0.323], [0.032, -0.015, -0.013], [0.034, 0.006, 0.002], [-0.026, -0.009, -0.009], [-0.002, 0.003, 0.000]], "e_homo_ha": -0.224, "homo_lumo_gap_ev": 6.0171, "e_tot_ha": -2571.0279, "lumo_ha": -0.00242, "largest_force_ev_per_a": 0.98, "e_above_lowest_kcal_mol": 106.4}